No. 1
72
Properties=species:S:1:pos:R:3 method="wB97M-V/def2-TZVPD" homo_energy_ev="-5.1 / -5.1" energy_ha=-5074.05404 s2=0.779 lumo_ev="1.832 / 2.179" spin_multiplicity=2 total_charge=-1 orbital_gap_ev="6.893 / 7.274"
V -0.01803 0.12072 0.37394
C 0.31566 3.76720 -0.77787
N -0.35084 2.56328 -1.27605
C 0.22500 2.11338 -2.54187
C 1.68178 1.65255 -2.41648
N 1.81969 0.27126 -1.96659
C 1.49650 -0.67794 -3.01955
C 3.02910 -0.00896 -1.27419
C 4.05904 -0.74852 -1.85155
C 5.20952 -1.06918 -1.14285
C 5.36537 -0.62219 0.15806
C 4.35044 0.11544 0.74981
C 3.17391 0.39746 0.06400
S 1.87366 1.19270 0.95230
C -1.77415 2.71121 -1.33017
C -2.35943 3.91833 -1.70607
C -3.73339 4.09836 -1.68681
C -4.56344 3.07211 -1.26438
C -4.00280 1.86530 -0.88906
C -2.62522 1.67106 -0.93616
S -2.14741 0.04489 -0.41590
H 0.56817 4.47018 -1.58445
H 1.22795 3.48268 -0.25646
H -0.32610 4.26068 -0.05216
H 0.18847 2.93196 -3.28233
H -0.37546 1.28681 -2.92145
H 2.22267 2.29961 -1.72618
H 2.15054 1.76171 -3.41058
H 2.05478 -0.47683 -3.94823
H 0.43121 -0.66011 -3.23906
H 1.72118 -1.68165 -2.66760
H 3.96251 -1.08404 -2.87501
H 5.97741 -1.66703 -1.61738
H 6.26179 -0.85901 0.71684
H 4.43467 0.45606 1.77362
H -1.72887 4.74370 -2.01111
H -4.15513 5.04397 -2.00169
H -5.63564 3.21033 -1.23125
H -4.62232 1.04177 -0.55354
S -0.85149 1.95094 1.68721
C -2.08738 1.19611 2.62976
C -3.08847 1.94817 3.24460
C -4.06050 1.33903 4.02635
C -5.06813 2.13391 4.64838
N -5.87371 2.78806 5.14420
C -4.04432 -0.05871 4.20435
C -3.04154 -0.80974 3.59889
C -2.06455 -0.19832 2.82533
S -0.75313 -1.13119 2.14829
C -5.03255 -0.69913 5.00461
N -5.82138 -1.23271 5.65012
H -3.09453 3.02115 3.10992
H -3.01051 -1.88163 3.73939
O 1.20432 -1.57937 0.11561
S 0.71156 -2.96985 0.47311
C 1.67843 -3.26130 2.03432
C 2.80133 -4.24760 1.72266
C 3.15440 -4.02022 0.25322
C 1.82843 -4.03842 -0.49176
H 0.98717 -3.61805 2.79556
H 2.05170 -2.27752 2.31845
H 2.45402 -5.27462 1.86399
H 3.66399 -4.09080 2.37270
H 3.85194 -4.76900 -0.12836
H 3.61326 -3.03461 0.14388
H 1.36771 -5.02644 -0.52200
H 1.87554 -3.62552 -1.49579
O -3.25541 -2.47134 -1.79871
Cl -2.06527 -3.16204 -2.33769
O -1.02134 -3.22174 -1.24666
O -1.53568 -2.39228 -3.47724
O -0.85671 -0.29442 -1.17119

=====

No. 2
11
Properties=species:S:1:pos:R:3 method="wB97M-V/def2-TZVPD" homo_energy_ev=-8.8 energy_ha=-645.35210 lumo_ev=0.369 smiles=[O-][N+]#CCCS total_charge=0 orbital_gap_ev=9.193
O 0.13633 3.31894 -2.32363
N 0.20050 2.53955 -1.40995
C 0.12186 1.62061 -0.69121
C 0.40687 0.56731 0.27868
C 0.43207 -0.70373 -0.52364
S -1.28030 -0.52015 -1.36889
H -0.32095 0.47876 1.02354
H 1.32565 0.83245 0.64975
H 1.05915 -0.69499 -1.48711
H 0.45037 -1.69739 -0.01130
H -1.78709 -0.83069 -0.06638

=====

No. 3
11
Properties=species:S:1:pos:R:3 method="wB97M-V/def2-TZVPD" homo_energy_ev=-9.2 energy_ha=-285.30404 lumo_ev=-0.467 smiles="C/N=C1/CC1=O" total_charge=0 orbital_gap_ev=8.697
C -0.15739 1.93558 0.35409
N 0.64247 0.75423 0.48532
C 0.22341 -0.35224 0.03725
C 0.62215 -1.78653 -0.08533
C -0.67428 -1.30630 -0.62906
O -1.68380 -1.56926 -1.21071
H 0.39883 2.64660 -0.26228
H -1.14524 1.76711 -0.08549
H -0.25994 2.37634 1.34655
H 0.61237 -2.39741 0.81001
H 1.42141 -2.06812 -0.76035

=====

No. 4
17
Properties=species:S:1:pos:R:3 method="wB97M-V/def2-TZVPD" homo_energy_ev="-6.7 / -8.2" energy_ha=-342.96231 lumo_ev="0.070 / 0.760" total_charge=0 orbital_gap_ev="6.730 / 9.010"
C 1.55628 -0.40853 -1.32874
O 1.10148 -0.73703 -2.55509
H 0.67708 -1.60401 -2.52185
H 1.92307 -1.18965 -0.67682
H 2.04086 0.55667 -1.32079
H 0.73687 0.83691 0.41544
C -0.15297 0.35959 0.94360
N 0.27895 -0.57991 1.96984
C -1.54749 -0.16454 -0.96960
C -1.05302 1.35610 1.43157
N -0.55806 -0.47119 -0.23282
H 0.86850 -1.29798 1.56734
H 0.79936 -0.09455 2.69054
H -1.69547 -0.74760 -1.87752
H -2.22962 0.66015 -0.79054
H -1.31070 1.39996 2.47916
H -1.43512 2.12560 0.77629

=====

No. 5
8
Properties=species:S:1:pos:R:3 method="wB97M-V/def2-TZVPD" homo_energy_ev=-9.2 energy_ha=-507.89889 lumo_ev=0.095 smiles="[H]/N=N/[PH2]=N" total_charge=0 orbital_gap_ev=9.310
H -1.15927 -0.63908 2.61494
N -0.36238 -0.23035 1.92590
N -0.67554 -0.49031 0.76522
P 0.32372 -0.01221 -0.62460
N -0.42351 1.11181 -1.38416
H 0.85788 -1.29589 -1.03214
H 1.39456 0.29812 0.01949
H 0.04455 1.25792 -2.28466

=====

No. 6
67
Properties=species:S:1:pos:R:3 method="wB97M-V/def2-TZVPD" homo_energy_ev="-11.8 / -11.8" energy_ha=-3986.20919 s2=6.077 lumo_ev="-5.110 / -3.589" spin_multiplicity=5 total_charge=+1 orbital_gap_ev="6.673 / 8.195"
Mn -0.03420 -0.05264 -0.05083
C -3.66152 1.14206 0.17807
C -3.05148 -0.00129 0.90169
N -1.80524 -0.45458 0.81476
C -1.67264 -1.49995 1.71675
C -2.85576 -1.68607 2.34345
N -3.69703 -0.73979 1.81372
C -3.36507 -2.61351 3.39509
O -2.51327 -3.48490 3.87641
O -4.51369 -2.50725 3.73571
C -0.34302 -2.14023 1.85514
O -0.14934 -3.03287 2.66327
O 0.53939 -1.62165 1.05765
H -3.01447 1.47987 -0.62217
H -3.82512 1.97106 0.86967
H -4.62654 0.85700 -0.24125
H -4.66619 -0.66032 2.09428
H -1.60789 -3.39851 3.47809
C 2.66699 3.11573 1.44107
O 1.29449 3.01221 1.01101
P 0.26634 1.88462 1.41179
O 0.91772 1.28328 2.73950
C 0.19424 0.64803 3.81522
O -0.99781 2.65161 1.99043
C -1.51735 3.93905 1.56653
H 2.94681 4.15618 1.31882
H 3.30010 2.49116 0.81267
H 2.77320 2.82107 2.47940
H 0.70486 0.90991 4.73589
H 0.22111 -0.43254 3.69314
H -0.83242 1.00490 3.86115
H -2.33310 4.16620 2.24547
H -1.86862 3.90020 0.54209
H -0.74273 4.69698 1.65561
O 1.73774 0.13107 -0.65552
S 3.16687 -0.41723 -0.48041
C 3.14577 -2.22509 -0.80293
C 2.64191 -2.65072 -2.14902
C 3.54230 -2.95444 -3.16981
C 3.08719 -3.32757 -4.42617
C 1.72385 -3.39147 -4.67866
C 0.81920 -3.12217 -3.66076
C 1.27715 -2.76319 -2.40167
C 4.05369 0.18667 -1.98608
C 3.21362 1.05954 -2.86902
C 2.89816 2.35998 -2.48063
C 2.13672 3.17129 -3.30367
C 1.68274 2.68805 -4.52574
C 1.98950 1.39308 -4.91439
C 2.74739 0.57696 -4.08457
H 2.54747 -2.61004 0.02004
H 4.19161 -2.50508 -0.65270
H 4.60954 -2.92767 -2.96983
H 3.79768 -3.57473 -5.20560
H 1.36694 -3.67321 -5.66207
H -0.24477 -3.20783 -3.84628
H 0.57588 -2.62578 -1.59312
H 4.39845 -0.70004 -2.51303
H 4.91059 0.72514 -1.58160
H 3.26266 2.74710 -1.53303
H 1.89222 4.17860 -2.99042
H 1.09055 3.32489 -5.17178
H 1.64238 1.01240 -5.86737
H 2.98258 -0.43635 -4.39170
S -0.94152 0.31423 -2.21989
C -0.93588 1.94698 -1.86512
N -0.92250 3.07882 -1.61394

=====

Copy entry 2 word for word.
11
Properties=species:S:1:pos:R:3 method="wB97M-V/def2-TZVPD" homo_energy_ev=-8.8 energy_ha=-645.35210 lumo_ev=0.369 smiles=[O-][N+]#CCCS total_charge=0 orbital_gap_ev=9.193
O 0.13633 3.31894 -2.32363
N 0.20050 2.53955 -1.40995
C 0.12186 1.62061 -0.69121
C 0.40687 0.56731 0.27868
C 0.43207 -0.70373 -0.52364
S -1.28030 -0.52015 -1.36889
H -0.32095 0.47876 1.02354
H 1.32565 0.83245 0.64975
H 1.05915 -0.69499 -1.48711
H 0.45037 -1.69739 -0.01130
H -1.78709 -0.83069 -0.06638